# C29H76F3N6O21S

A 11-piece molecular cluster, C29H76F3N6O21S overall at a distorted geometry (the ωB97M-V functional and the def2-TZVPD basis, the OMol25 dataset).

Summary:
E_LUMO   -4.36 eV
M   934.01 Da
Charge   +1
E_HOMO   -0.2810 Eh
Gap between HOMO and LUMO   3.288 eV
F_max   5.45 eV/Å

Last column: Mulliken charge in e.
Element x y z (Å)
1 C 9.428 13.885 20.307  -1.615
2 C 10.233 13.876 19.051  0.978
3 C 11.635 13.237 19.051  -1.114
4 O 12.286 13.363 17.778  0.082
5 C 13.648 12.900 17.968  -0.570
6 N 9.399 13.267 17.863  0.030
7 H 8.396 13.357 17.946  0.414
8 H 9.775 13.712 17.038  -0.195
9 H 9.567 12.287 17.686  0.383
10 H 10.031 14.257 21.135  0.412
11 H 8.987 12.931 20.597  0.397
12 H 8.629 14.625 20.340  0.358
13 H 10.301 14.855 18.576  -0.149
14 H 11.578 12.181 19.318  0.510
15 H 12.163 13.748 19.856  0.467
16 H 13.791 11.979 18.535  0.369
17 H 14.010 13.689 18.628  0.486
18 H 14.228 12.888 17.046  -0.207
19 C 11.761 9.977 11.946  -1.635
20 C 12.209 11.244 11.174  1.567
21 C 13.075 10.954 9.910  -0.884
22 O 12.442 10.078 8.933  -0.366
23 C 12.940 10.211 7.614  -0.831
24 N 10.940 11.989 10.732  0.163
25 H 10.589 11.392 9.998  0.490
26 H 10.333 12.072 11.535  0.175
27 H 11.208 12.924 10.459  0.200
28 H 12.625 9.406 12.285  0.388
29 H 11.095 9.331 11.374  0.364
30 H 11.221 10.245 12.854  0.415
31 H 12.795 11.873 11.845  -0.755
32 H 14.033 10.523 10.201  0.451
33 H 13.247 11.890 9.377  0.488
34 H 12.744 11.121 7.047  0.349
35 H 12.324 9.514 7.045  0.295
36 H 13.957 9.832 7.514  0.315
37 C 11.823 19.913 18.226  -1.274
38 C 10.537 20.599 17.902  0.354
39 C 10.734 22.055 17.403  -0.782
40 O 11.332 22.784 18.446  -0.341
41 C 11.915 24.004 18.049  -0.767
42 N 9.904 19.732 16.841  0.372
43 H 9.786 18.747 17.034  -0.313
44 H 8.974 20.076 16.649  0.468
45 H 10.455 19.733 15.995  0.243
46 H 12.497 20.429 18.911  0.434
47 H 12.418 19.776 17.323  0.084
48 H 11.518 18.961 18.659  0.325
49 H 9.929 20.570 18.806  0.402
50 H 9.758 22.492 17.191  0.470
51 H 11.311 22.132 16.481  0.441
52 H 12.294 24.568 18.901  0.253
53 H 11.190 24.624 17.521  0.325
54 H 12.705 23.822 17.320  0.318
55 C 16.182 15.339 11.787  -0.745
56 C 17.098 16.375 12.449  0.305
57 C 17.513 15.947 13.776  -0.291
58 O 18.533 16.813 14.389  -0.451
59 C 18.655 16.512 15.825  -0.567
60 N 18.453 16.683 11.620  -0.265
61 H 19.026 15.910 11.928  0.379
62 H 18.413 16.509 10.626  0.359
63 H 19.061 17.460 11.836  0.344
64 H 16.555 14.323 11.660  0.286
65 H 15.813 15.602 10.796  0.731
66 H 15.216 15.252 12.284  -0.498
67 H 16.654 17.370 12.472  0.241
68 H 17.891 14.930 13.676  0.371
69 H 16.644 15.897 14.432  0.180
70 H 19.006 15.498 16.015  0.232
71 H 17.678 16.668 16.282  0.184
72 H 19.296 17.340 16.129  0.310
73 C 12.100 16.539 15.663  -1.347
74 C 12.667 15.816 14.409  0.734
75 C 13.242 14.420 14.784  -1.308
76 O 13.818 13.826 13.691  0.512
77 C 14.655 12.724 14.011  -1.317
78 N 11.509 15.454 13.492  1.118
79 H 11.934 15.045 12.672  -0.260
80 H 10.812 14.800 13.818  -0.181
81 H 10.987 16.286 13.256  -0.020
82 H 12.834 16.605 16.465  0.352
83 H 11.200 16.080 16.071  0.110
84 H 11.716 17.499 15.317  0.325
85 H 13.365 16.509 13.939  0.109
86 H 12.399 13.824 15.133  0.231
87 H 13.955 14.702 15.559  0.510
88 H 15.385 12.986 14.777  0.580
89 H 15.292 12.481 13.160  0.318
90 H 14.087 11.853 14.338  0.444
91 C 15.428 9.923 16.388  -1.480
92 C 16.864 9.271 16.402  0.157
93 C 17.614 9.493 15.110  -0.883
94 O 17.896 10.814 14.874  -0.196
95 C 18.709 11.123 13.788  -0.642
96 N 17.575 9.840 17.650  -0.235
97 H 18.472 9.395 17.778  0.359
98 H 17.708 10.841 17.631  0.314
99 H 16.928 9.578 18.380  0.372
100 H 14.788 9.670 17.234  0.559
101 H 14.857 9.487 15.569  0.461
102 H 15.329 11.006 16.322  0.212
103 H 16.717 8.208 16.590  0.329
104 H 17.262 9.035 14.186  0.532
105 H 18.581 9.012 15.261  0.451
106 H 18.770 12.209 13.711  -0.009
107 H 18.264 10.664 12.905  0.354
108 H 19.737 10.773 13.883  0.367
109 O 8.102 11.933 14.094  -0.567
110 C 8.944 13.029 14.044  0.544
111 O 9.692 13.085 13.088  -0.766
112 O 8.894 13.976 14.848  -0.728
113 H 8.313 11.568 13.232  0.288
114 O 7.071 16.265 18.387  -0.477
115 C 8.098 17.116 18.317  0.560
116 O 9.189 16.869 17.789  -0.630
117 O 7.822 18.252 18.619  -0.772
118 H 6.579 16.793 19.020  0.298
119 O 13.191 16.199 11.096  -0.379
120 C 12.842 15.212 10.273  0.753
121 O 13.603 14.703 9.456  -0.729
122 O 11.651 14.791 10.356  -0.899
123 H 14.098 16.222 10.785  0.182
124 O 8.177 17.823 13.385  -0.440
125 C 9.367 18.450 13.128  0.665
126 O 9.724 19.385 13.845  -0.707
127 O 10.045 18.040 12.148  -0.752
128 H 7.779 18.412 14.031  0.285
129 C 15.338 19.306 16.831  0.496
130 F 14.566 18.280 17.134  -0.139
131 F 15.089 20.270 17.654  -0.216
132 F 16.629 18.957 17.104  -0.292
133 S 15.119 19.907 14.998  0.971
134 O 13.680 19.674 14.717  -0.547
135 O 15.441 21.352 15.001  -0.669
136 O 15.966 19.112 14.089  -0.606